(1)
{"formula": "C10H24ClIN2OPSTl", "method": "ωB97M-V/def2-TZVPD", "largest_force_ev_per_a": 17.14, "gap_ev": [5.1, 5.3], "charge": 2, "species": ["C", "I", "H", "H", "H", "Tl", "P", "C", "C", "H", "H", "H", "C", "H", "H", "H", "H", "H", "H", "C", "O", "Cl", "C", "N", "C", "C", "S", "N", "C", "C", "H", "H", "H", "H", "H", "H", "H", "H", "H", "H", "H", "H"], "xyz": [[0.25, -2.11, -1.37], [-0.23, 2.81, -0.79], [-0.74, -2.56, -1.32], [0.88, -2.53, -0.58], [0.72, -2.35, -2.33], [0.01, 0.00, -1.13], [-0.18, 0.36, -3.46], [1.39, 0.85, -4.26], [-0.78, -1.05, -4.44], [-2.21, 1.63, -3.27], [-1.61, 1.60, -4.96], [-0.84, 2.66, -3.74], [-1.33, 1.70, -3.91], [-1.69, -1.44, -3.98], [-0.99, -0.74, -5.47], [1.25, 1.02, -5.33], [2.14, 0.06, -4.12], [-0.03, -1.85, -4.46], [1.75, 1.76, -3.77], [1.84, 0.23, -1.11], [2.99, 0.34, -1.09], [-2.37, -0.41, -1.17], [2.53, -0.16, 2.32], [1.32, -0.09, 3.15], [1.52, -0.11, 4.59], [0.01, 0.00, 2.49], [0.01, 0.00, 0.87], [-1.30, 0.09, 3.16], [-1.58, 0.11, 4.59], [-2.50, 0.16, 2.34], [3.46, -0.23, 2.92], [2.61, 0.75, 1.69], [2.49, -1.07, 1.68], [1.18, 0.85, 5.03], [1.05, -1.01, 5.02], [2.60, -0.18, 4.87], [-2.12, 1.05, 4.84], [-2.24, -0.75, 4.85], [-0.75, 0.06, 5.28], [-2.47, 1.06, 1.69], [-2.59, -0.75, 1.71], [-3.43, 0.23, 2.95]]}

=====

(2)
{"formula": "C10H24ClN2O4Zn", "method": "ωB97M-V/def2-TZVPD", "de_lowest_kj_mol": 335.63, "largest_force_ev_per_a": 2.54, "gap_ev": 2.8, "charge": 1, "species": ["Zn", "Cl", "C", "O", "C", "C", "O", "C", "H", "H", "H", "H", "H", "H", "H", "H", "H", "H", "C", "C", "O", "N", "C", "H", "H", "H", "H", "H", "H", "H", "C", "C", "O", "N", "C", "H", "H", "H", "H", "H", "H", "H"], "xyz": [[-1.75, -2.99, 2.42], [-0.98, -1.73, 0.60], [2.97, 2.45, 1.21], [3.17, 1.02, 1.19], [2.01, 0.21, 1.25], [1.29, 0.49, 2.61], [2.12, 0.35, 3.77], [1.54, 0.42, 5.05], [2.56, 2.99, 2.06], [2.33, 2.72, 0.37], [3.93, 2.92, 0.97], [2.20, -0.86, 1.23], [1.42, 0.50, 0.38], [0.46, -0.21, 2.64], [0.88, 1.50, 2.61], [1.14, -0.55, 5.35], [0.87, 1.27, 5.06], [2.34, 0.62, 5.77], [-1.05, -2.58, -3.01], [0.33, -2.08, -3.28], [0.71, -1.83, -4.41], [1.10, -1.77, -2.19], [2.44, -1.17, -2.19], [-1.73, -1.78, -3.30], [-1.32, -2.88, -2.00], [-1.28, -3.38, -3.71], [0.52, -1.86, -1.37], [3.16, -1.97, -2.35], [2.57, -0.69, -1.22], [2.60, -0.44, -2.98], [-4.72, 0.04, -0.67], [-3.70, 1.09, -1.04], [-4.06, 2.22, -1.25], [-2.38, 0.78, -1.17], [-1.40, 1.81, -1.39], [-5.26, 0.29, 0.25], [-4.28, -0.94, -0.49], [-5.38, -0.12, -1.52], [-2.01, -0.14, -0.96], [-1.81, 2.82, -1.46], [-0.84, 1.61, -2.30], [-0.73, 1.86, -0.53]]}

=====

(3)
{"formula": "C10H24NOP2", "method": "ωB97M-V/def2-TZVPD", "de_lowest_kj_mol": 63.22, "largest_force_ev_per_a": 1.89, "gap_ev": 10.0, "charge": 1, "species": ["C", "C", "C", "C", "C", "C", "C", "P", "P", "C", "O", "H", "H", "H", "H", "H", "H", "H", "H", "H", "H", "H", "H", "H", "H", "H", "H", "H", "H", "H", "H", "H", "C", "C", "N", "H", "H", "H"], "xyz": [[3.06, -2.73, 0.15], [3.21, -1.43, 0.94], [1.85, -0.84, 1.23], [1.25, -0.09, 0.01], [0.77, 1.32, 0.34], [-0.65, 1.42, 0.89], [-1.13, 0.16, 1.62], [-2.97, 0.24, 1.78], [-4.11, -1.30, 0.63], [-2.93, -2.70, 0.57], [-4.23, -0.68, -0.88], [2.24, -3.30, 0.57], [3.95, -3.33, 0.18], [2.78, -2.50, -0.87], [3.70, -1.65, 1.88], [3.81, -0.75, 0.36], [1.16, -1.62, 1.51], [1.89, -0.16, 2.07], [2.05, 0.02, -0.71], [0.48, -0.68, -0.46], [1.49, 1.81, 0.96], [0.78, 1.87, -0.59], [-0.67, 2.22, 1.61], [-1.36, 1.71, 0.13], [-0.94, -0.76, 1.08], [-0.76, 0.09, 2.63], [-3.39, 0.13, 3.11], [-3.41, 1.45, 1.23], [-2.01, -2.46, 0.06], [-3.44, -3.55, 0.14], [-2.68, -2.95, 1.60], [-3.51, -0.99, -1.44], [0.44, 4.11, -3.85], [0.97, 2.81, -3.48], [1.39, 1.79, -3.19], [1.14, 4.89, -3.56], [0.28, 4.16, -4.92], [-0.51, 4.29, -3.34]]}

=====

(4)
{"formula": "C10H24OP", "method": "ωB97M-V/def2-TZVPD", "de_lowest_kj_mol": 0.00, "largest_force_ev_per_a": 5.10, "gap_ev": [8.2, 8.2], "charge": 1, "species": ["C", "C", "C", "C", "C", "C", "C", "C", "C", "C", "O", "P", "H", "H", "H", "H", "H", "H", "H", "H", "H", "H", "H", "H", "H", "H", "H", "H", "H", "H", "H", "H", "H", "H", "H", "H"], "xyz": [[-0.21, -2.41, 1.58], [2.67, 1.42, 1.38], [2.97, -0.92, -1.73], [-2.28, 0.41, -1.71], [-2.96, 0.19, 0.72], [-2.61, 2.47, -0.30], [0.34, -2.07, 0.20], [1.92, 0.11, 1.54], [1.77, 0.00, -1.51], [-2.13, 0.99, -0.30], [-0.84, 1.18, 0.08], [0.94, -0.34, 0.08], [-0.63, -3.42, 1.56], [0.56, -2.38, 2.34], [-1.01, -1.73, 1.86], [3.19, 1.66, 2.30], [3.41, 1.36, 0.58], [1.97, 2.23, 1.15], [2.65, -1.95, -1.86], [3.49, -0.62, -2.63], [3.67, -0.88, -0.90], [-1.77, 1.04, -2.44], [-1.86, -0.59, -1.75], [-3.33, 0.36, -1.98], [-2.80, 0.59, 1.72], [-2.67, -0.86, 0.71], [-4.01, 0.26, 0.48], [-2.05, 3.05, -1.03], [-3.67, 2.50, -0.54], [-2.44, 2.91, 0.69], [-0.42, -2.22, -0.58], [1.19, -2.72, -0.04], [1.23, 0.17, 2.39], [2.61, -0.73, 1.72], [1.04, -0.12, -2.30], [2.07, 1.05, -1.48]]}

=====

no.,total energy (Ha)
1,-2249.081401
2,-3044.998332
3,-1207.852870
4,-811.711401